Record 1
Density functional theory data (wB97M-V/def2-TZVPD) for a structure of composition C19H23IN5O3S2Sc at a distorted geometry.

CARTESIAN COORDINATES (ANGSTROEM)
C (0.835, -3.156, -0.025)
I (2.955, 0.789, -2.741)
H (1.380, -3.079, -0.963)
H (-0.231, -3.309, -0.219)
H (1.207, -4.004, 0.556)
C (1.243, 1.350, 3.125)
C (1.569, 2.249, 2.183)
N (1.528, 1.608, 0.962)
C (1.098, 0.289, 1.147)
N (0.938, 0.181, 2.494)
H (1.130, 1.479, 4.193)
H (1.848, 3.281, 2.270)
C (-2.684, -1.165, -1.096)
C (-0.534, -0.942, -0.531)
N (-1.743, -1.370, -0.121)
H (-2.437, -0.449, -3.178)
N (-0.710, -0.617, -1.882)
H (-3.725, -1.412, -0.965)
Sc (0.706, 0.952, -1.346)
C (0.714, -0.858, 0.274)
O (1.113, -2.028, 0.802)
C (-2.074, -0.663, -2.187)
C (0.221, -0.916, -2.956)
H (0.815, 0.004, -3.228)
H (-0.375, -1.109, -3.865)
H (0.899, -1.751, -2.722)
C (-2.086, -2.022, 1.124)
H (-2.870, -2.754, 0.909)
H (-2.500, -1.291, 1.816)
H (-1.217, -2.526, 1.546)
C (0.293, -0.878, 3.244)
H (0.681, -0.841, 4.262)
H (0.502, -1.853, 2.802)
H (-0.791, -0.714, 3.279)
C (2.055, 2.394, -0.143)
H (2.826, 1.841, -0.713)
H (2.520, 3.287, 0.273)
H (1.260, 2.825, -0.828)
O (-1.525, 1.819, 2.555)
S (-2.220, 1.738, 1.289)
O (-3.275, 0.745, 1.178)
N (-1.188, 1.728, -0.035)
C (-1.468, 2.733, -0.904)
S (-0.615, 2.823, -2.368)
C (-2.435, 3.671, -0.388)
C (-2.858, 4.894, -0.933)
C (-3.739, 5.690, -0.177)
C (-4.179, 5.267, 1.089)
C (-3.766, 4.041, 1.622)
C (-2.888, 3.274, 0.871)
H (-2.490, 5.188, -1.910)
H (-4.082, 6.644, -0.577)
H (-4.848, 5.903, 1.675)
H (-4.094, 3.679, 2.588)

Computed properties:
- maximum force (eV/Å) = 6.68
- charge = -2
- HOMO-LUMO gap (alpha / beta) (eV) = 1.874 / 1.872
- HOMO (alpha / beta) (hartree) = 0.0854 / 0.0855

Record 2
Density functional theory data (wB97M-V/def2-TZVPD) for an isolated molecule of C19H23N3O3.

CARTESIAN COORDINATES (ANGSTROEM)
C (-3.761, -2.172, -1.306)
O (-4.084, -0.946, -0.701)
C (-3.098, 0.016, -0.629)
C (-1.835, -0.088, -1.174)
C (-0.904, 0.940, -1.005)
C (0.450, 0.746, -1.482)
N (1.396, 1.415, -0.956)
N (2.690, 1.301, -1.259)
C (3.535, 1.494, -0.098)
C (3.806, 0.119, 0.579)
N (2.962, -0.923, 0.045)
C (1.719, -1.276, 0.569)
C (1.182, -2.507, 0.188)
C (-0.068, -2.930, 0.600)
C (-0.816, -2.128, 1.437)
C (-0.288, -0.925, 1.875)
C (0.964, -0.489, 1.469)
O (1.509, 0.689, 1.905)
C (0.714, 1.558, 2.672)
C (3.207, -1.118, -1.369)
C (3.205, 0.248, -2.113)
C (-1.276, 2.086, -0.308)
C (-2.546, 2.204, 0.222)
C (-3.463, 1.176, 0.075)
O (-4.708, 1.289, 0.614)
H (-4.645, -2.799, -1.196)
H (-3.538, -2.045, -2.371)
H (-2.909, -2.647, -0.810)
H (-1.537, -0.976, -1.709)
H (0.588, -0.045, -2.226)
H (4.472, 1.962, -0.415)
H (3.002, 2.159, 0.578)
H (3.665, 0.183, 1.654)
H (4.841, -0.188, 0.383)
H (1.766, -3.158, -0.445)
H (-0.443, -3.888, 0.270)
H (-1.799, -2.430, 1.765)
H (-0.883, -0.312, 2.532)
H (-0.208, 1.824, 2.148)
H (1.318, 2.453, 2.817)
H (0.473, 1.128, 3.651)
H (4.180, -1.609, -1.501)
H (2.438, -1.763, -1.788)
H (2.610, 0.200, -3.026)
H (4.222, 0.543, -2.387)
H (-0.553, 2.878, -0.192)
H (-2.850, 3.088, 0.762)
H (-5.190, 0.477, 0.407)

Computed properties:
- maximum force (eV/Å) = 0.97
- energy above the lowest of the compared OMol25 structures with the same formula, charge and spin (eV) = 4.862
- HOMO-LUMO gap (eV) = 7.905
- HOMO (hartree) = -0.2630
- SMILES = COc1cc(/C=N/N2CCN(c3ccccc3OC)CC2)ccc1O

Record 3
Density functional theory data (wB97M-V/def2-TZVPD) for a cluster of 2 separate species, C19H23N3O4 in total at a distorted geometry.

CARTESIAN COORDINATES (ANGSTROEM)
C (-1.865, 2.523, -3.781)
C (-1.621, 1.134, -3.225)
O (-2.525, 0.769, -2.213)
C (-2.207, -0.477, -1.756)
N (-3.010, -1.018, -0.791)
C (-2.625, -1.995, 0.059)
C (-3.722, -2.711, 0.773)
O (-1.475, -2.311, 0.281)
O (-1.250, -1.081, -2.200)
H (-1.168, 2.769, -4.587)
H (-2.878, 2.599, -4.180)
H (-1.759, 3.275, -2.996)
H (-1.721, 0.369, -4.010)
H (-0.612, 1.036, -2.792)
H (-4.585, -2.055, 0.873)
H (-4.024, -3.608, 0.232)
H (-3.395, -3.015, 1.765)
C (2.517, -0.845, 2.574)
N (3.143, -1.420, 1.375)
C (4.265, -2.228, 1.455)
C (4.807, -2.345, 0.218)
N (4.033, -1.604, -0.655)
C (4.330, -1.433, -2.071)
C (3.007, -1.015, 0.050)
C (2.095, -0.014, -0.503)
C (0.818, 0.171, 0.131)
C (0.138, 1.354, 0.112)
C (-0.974, 1.678, 0.974)
C (-1.200, 3.015, 1.350)
C (-2.117, 3.330, 2.327)
C (-2.870, 2.336, 2.928)
C (-2.690, 1.017, 2.551)
C (-1.759, 0.688, 1.595)
O (2.452, 0.698, -1.458)
H (1.434, -0.835, 2.494)
H (2.775, -1.429, 3.456)
H (2.876, 0.173, 2.722)
H (4.687, -2.605, 2.372)
H (5.721, -2.846, -0.039)
H (3.454, -1.043, -2.588)
H (5.156, -0.733, -2.190)
H (4.612, -2.390, -2.508)
H (0.434, -0.644, 0.714)
H (0.573, 2.152, -0.462)
H (-0.585, 3.790, 0.926)
H (-2.220, 4.350, 2.657)
H (-3.576, 2.582, 3.706)
H (-3.267, 0.236, 3.021)
H (-1.626, -0.341, 1.313)

Computed properties:
- maximum force (eV/Å) = 3.40
- energy above the lowest of the compared OMol25 structures with the same formula, charge and spin (eV) = 5.811
- HOMO-LUMO gap (eV) = 5.066
- HOMO (hartree) = -0.2483

Record 4
Density functional theory data (wB97M-V/def2-TZVPD) for a structure of composition C19H23N5O2PtSe at a distorted geometry.

CARTESIAN COORDINATES (ANGSTROEM)
N (-0.588, -1.838, 2.982)
C (-1.178, -2.245, 3.897)
C (-1.826, -2.808, 5.061)
H (-1.267, -3.686, 5.411)
H (-2.864, -3.087, 4.840)
H (-1.829, -2.057, 5.855)
N (-2.753, 2.118, -0.990)
C (-3.704, 2.309, -1.631)
C (-4.868, 2.746, -2.379)
H (-5.739, 2.122, -2.126)
H (-4.660, 2.685, -3.459)
H (-5.049, 3.792, -2.085)
N (1.778, -1.281, -1.845)
C (2.646, -1.507, -2.586)
C (3.697, -1.864, -3.519)
H (4.148, -0.942, -3.903)
H (3.270, -2.440, -4.353)
H (4.475, -2.453, -3.009)
Pt (-1.123, -0.264, -0.279)
C (-0.094, 0.950, -1.333)
O (0.607, 1.615, -1.951)
C (-1.920, 0.451, 1.321)
O (-2.498, 0.683, 2.288)
C (-2.749, -1.995, 0.199)
C (-1.544, -2.676, 0.069)
C (-0.780, -2.526, -1.084)
C (-1.191, -1.654, -2.096)
C (-2.458, -1.037, -2.020)
C (-3.208, -1.158, -0.837)
H (-3.360, -2.126, 1.085)
H (-1.202, -3.306, 0.879)
H (0.159, -3.043, -1.194)
H (-0.549, -1.476, -2.948)
H (-2.819, -0.418, -2.836)
H (-4.141, -0.613, -0.727)
C (4.129, -0.223, 0.351)
N (3.537, 1.083, 0.586)
C (4.184, 2.295, 0.440)
C (3.326, 3.271, 0.830)
N (2.164, 2.630, 1.239)
C (0.994, 3.297, 1.771)
C (2.264, 1.282, 1.032)
Se (1.025, -0.045, 1.501)
H (3.980, -0.876, 1.219)
H (5.200, -0.070, 0.182)
H (3.670, -0.688, -0.523)
H (5.182, 2.352, 0.050)
H (3.427, 4.332, 0.878)
H (0.464, 2.601, 2.436)
H (1.319, 4.175, 2.344)
H (0.318, 3.612, 0.962)

Computed properties:
- maximum force (eV/Å) = 6.61
- charge = +4
- energy above the lowest of the compared OMol25 structures with the same formula, charge and spin (eV) = 0.521
- spin multiplicity = 5
- HOMO-LUMO gap (alpha / beta) (eV) = 7.886 / 4.609
- HOMO (alpha / beta) (hartree) = -0.7416 / -0.8030